# H2N2O4P

A cluster of 2 separate species, H2N2O4P in total (ωB97M-V/def2-TZVPD, the OMol25 dataset).

The calculation puts the HOMO energy (spin up / spin down) at -2.26 / -4.98 eV. For the energy relative to the best compared isomer or geometry (same formula, charge and spin), the calculation gives 158.1 kcal/mol. Its net charge is -1. The spin multiplicity is 1.

Last column: natural (NBO) charge in e.
CARTESIAN COORDINATES (ANGSTROEM)
1 N -0.24 0.12 -0.36  -0.27
2 N -2.71 -0.64 -0.12  0.14
3 O 0.29 -0.58 0.80  -0.62
4 O -3.06 -1.37 -1.04  -0.49
5 O -2.24 -1.09 0.97  -0.60
6 O -3.41 1.89 0.61  -1.08
7 P -3.10 1.09 -0.55  1.16
8 H -0.61 -0.87 1.08  0.50
9 H 0.24 -0.22 -1.16  0.27